# 1
{
  "formula": "C5H11N2P",
  "method": "ωB97M-V/def2-TZVPD",
  "gap_ev": [7.69, 7.69],
  "smiles": "C/C=C(\\C)N=[PH]=NC",
  "elements": ["C", "C", "C", "C", "C", "N", "N", "P", "H", "H", "H", "H", "H", "H", "H", "H", "H", "H", "H"],
  "coordinates": [[-0.06757, 0.77177, -0.80352], [1.06673, 0.15973, -1.29081], [-0.22680, 2.30152, -0.68211], [2.26403, 0.91765, -1.72297], [-0.98139, -2.67076, 2.69989], [-1.22645, 0.10985, -0.43479], [-0.97683, -1.63383, 1.63807], [-1.84312, -0.74445, 0.66640], [1.11356, -0.92776, -1.14587], [-0.43533, 2.63915, 0.31156], [-1.05427, 2.53984, -1.30047], [0.69539, 2.75369, -1.05857], [2.01529, 1.93016, -2.05782], [2.68827, 0.33791, -2.58834], [3.07935, 1.06394, -0.88549], [0.02416, -2.94068, 2.94180], [-1.62585, -2.25961, 3.54344], [-1.50348, -3.60610, 2.27746], [-3.00570, -0.74203, -0.10785]]
}

---

# 2
{
  "formula": "C21H40GeNO5Ti",
  "method": "ωB97M-V/def2-TZVPD",
  "gap_ev": [5.90, 5.80],
  "spin_multiplicity": 2,
  "s2": 0.985,
  "elements": ["Ti", "C", "C", "C", "C", "O", "Ge", "O", "C", "C", "C", "C", "O", "C", "C", "C", "C", "H", "H", "H", "H", "H", "H", "H", "H", "H", "H", "H", "H", "H", "H", "H", "H", "H", "H", "H", "H", "H", "H", "H", "H", "H", "H", "H", "O", "C", "C", "C", "C", "C", "C", "N", "H", "H", "H", "H", "H", "H", "H", "C", "O", "C", "C", "H", "H", "H", "H", "H", "H"],
  "coordinates": [[0.44243, 0.10007, 0.02373], [-2.18521, 3.14875, 1.37916], [-1.58196, 2.79299, 0.02572], [-2.57853, 3.05655, -1.09933], [-0.30568, 3.58849, -0.20759], [-1.23630, 1.40328, 0.03673], [-2.41491, -0.09557, -0.16004], [-1.16666, -1.00697, 0.98346], [-1.45368, -1.30930, 2.35428], [-1.74170, -0.01765, 3.11048], [-0.22336, -2.00133, 2.92586], [-2.65458, -2.24904, 2.41082], [-1.17635, -0.64976, -1.47819], [-1.38719, -1.07762, -2.81471], [-2.83100, -1.52794, -3.01560], [-1.06234, 0.08544, -3.74945], [-0.44365, -2.24677, -3.08397], [-2.44864, 4.20771, 1.41877], [-1.46099, 2.93321, 2.16544], [-3.09054, 2.56378, 1.55992], [-2.81705, 4.12026, -1.15485], [-3.50998, 2.50910, -0.93720], [-2.15281, 2.74829, -2.05613], [-0.52232, 4.65895, -0.18807], [0.12192, 3.33920, -1.18018], [0.41873, 3.36008, 0.57521], [-0.93016, 0.69237, 2.95152], [-1.85200, -0.20894, 4.18007], [-2.66914, 0.43730, 2.75236], [0.65063, -1.35807, 2.80133], [-0.04826, -2.94629, 2.40535], [-0.36206, -2.21825, 3.98688], [-3.54742, -1.76561, 2.00947], [-2.86246, -2.54384, 3.44117], [-2.45539, -3.14773, 1.82426], [-3.52465, -0.70381, -2.83825], [-3.07839, -2.33856, -2.32694], [-2.97998, -1.88395, -4.03650], [-1.76017, 0.90800, -3.58364], [-1.12442, -0.21652, -4.79727], [-0.05461, 0.45321, -3.54525], [-0.62694, -3.04647, -2.36401], [0.59535, -1.92689, -2.98689], [-0.58855, -2.64091, -4.09182], [1.71746, 1.29477, -1.50196], [2.81566, 0.59740, -2.04640], [2.90548, -0.84219, -1.59369], [3.93735, -1.66578, -2.02511], [3.98775, -2.97157, -1.57398], [3.00384, -3.42545, -0.70516], [2.00467, -2.54913, -0.33482], [1.96251, -1.28132, -0.76205], [1.92650, 1.56337, -0.55052], [3.75645, 1.10263, -1.80647], [2.70502, 0.61728, -3.13322], [4.68970, -1.27775, -2.69971], [4.78379, -3.63057, -1.89486], [3.00629, -4.43809, -0.32862], [1.19928, -2.84628, 0.32612], [1.45615, 1.85007, 3.64321], [1.17759, 1.94146, 2.26376], [1.65488, 0.87359, 1.43698], [3.06949, 0.48042, 1.82586], [1.17986, 0.86789, 4.04654], [0.86000, 2.61391, 4.14440], [2.51173, 2.02974, 3.87018], [3.14111, -0.00693, 2.80812], [3.74369, 1.34926, 1.86226], [3.48471, -0.22595, 1.10301]]
}

---

# 3
{
  "formula": "C9H10N2O",
  "method": "ωB97M-V/def2-TZVPD",
  "gap_ev": 8.47,
  "elements": ["C", "C", "C", "C", "C", "C", "C", "C", "C", "H", "H", "H", "H", "H", "H", "H", "H", "H", "H", "N", "N", "O"],
  "coordinates": [[-3.44309, -0.97498, 0.01830], [-1.98205, -0.67848, -0.04254], [0.18977, -0.85088, 0.02448], [1.49987, -1.16106, 0.00641], [2.53358, -0.22140, -0.00833], [2.16286, 1.29384, -0.00976], [0.75914, 1.60307, -0.04076], [-0.09225, 0.48511, 0.01030], [-2.39604, 1.75250, -0.01282], [-4.03419, -0.91507, 0.88470], [-4.02294, -0.59367, -0.78232], [-3.48240, -2.33236, 0.07441], [1.78031, -2.07049, -0.18308], [4.12588, -1.51322, 0.04178], [3.10663, 1.77422, -0.15980], [0.63747, 2.50743, 0.18485], [-2.31131, 2.15354, -1.00687], [-3.51979, 1.34849, 0.39382], [-1.58211, 2.45180, 0.90970], [-0.97261, -1.59048, -0.03089], [-1.49206, 0.63433, -0.02170], [3.89554, -0.45050, 0.04240]]
}

---

Energy relative to the best compared isomer or geometry (same formula, charge and spin) readings, ordered: 281.7, 24.6, 581.2 kJ/mol